# C22H25ClN2O2

C22H25ClN2O2 in the gas phase (wB97M-V/def2-TZVPD, OMol25).

Each line ends with the natural charge from an NBO analysis.
Cartesian coordinates (Å):
C1 -3.827 -0.483 -1.831  -0.635
C2 -4.198 0.436 -0.704  -0.003
C3 -5.392 0.237 -0.023  -0.208
C4 -5.776 1.063 1.017  -0.208
C5 -4.959 2.114 1.393  -0.215
C6 -3.769 2.325 0.722  -0.195
C7 -3.377 1.500 -0.325  -0.031
C8 -2.051 1.756 -0.987  -0.417
C9 -0.944 0.997 -0.243  -0.223
N1 0.346 1.170 -0.870  -0.617
C10 1.377 1.806 -0.273  0.690
O1 1.302 2.270 0.843  -0.630
C11 2.630 1.891 -1.154  -0.321
C12 3.748 2.691 -0.489  -0.390
C13 4.214 2.002 0.789  -0.512
C14 4.276 0.492 0.760  0.694
O2 4.776 -0.129 1.680  -0.639
N2 3.710 -0.148 -0.293  -0.451
C15 3.609 -1.597 -0.270  -0.241
C16 2.173 -2.006 -0.080  -0.047
C17 1.470 -2.684 -1.067  -0.163
C18 0.132 -2.997 -0.896  -0.255
C19 -0.507 -2.622 0.274  -0.049
Cl1 -2.188 -2.988 0.489  0.005
C20 0.179 -1.946 1.273  -0.218
C21 1.513 -1.640 1.089  -0.191
C22 3.186 0.503 -1.471  -0.196
H1 -2.868 -0.963 -1.645  0.216
H2 -3.758 0.066 -2.770  0.214
H3 -4.578 -1.260 -1.947  0.219
H4 -6.033 -0.584 -0.314  0.206
H5 -6.709 0.886 1.531  0.212
H6 -5.247 2.767 2.204  0.213
H7 -3.127 3.144 1.013  0.209
H8 -2.070 1.436 -2.031  0.202
H9 -1.823 2.823 -0.961  0.217
H10 -0.851 1.374 0.777  0.238
H11 -1.186 -0.069 -0.202  0.200
H12 0.434 0.850 -1.822  0.389
H13 2.338 2.374 -2.095  0.228
H14 3.395 3.694 -0.246  0.229
H15 4.577 2.783 -1.195  0.204
H16 3.513 2.237 1.595  0.269
H17 5.193 2.371 1.098  0.237
H18 4.217 -1.933 0.574  0.264
H19 4.017 -2.010 -1.198  0.195
H20 1.970 -2.980 -1.978  0.207
H21 -0.412 -3.526 -1.663  0.227
H22 -0.330 -1.660 2.180  0.234
H23 2.055 -1.110 1.857  0.238
H24 3.983 0.602 -2.224  0.193
H25 2.409 -0.144 -1.890  0.206

Relative energy (zero: lowest compared OMol25 entry of this formula, charge and spin): 1.4 kcal/mol
LUMO energy: 0.423 eV
M: 384.91 g/mol
Highest occupied orbital energy: -8.95 eV
Structure (SMILES): Cc1ccccc1CCNC(=O)[C@H]1CCC(=O)N(Cc2ccc(Cl)cc2)C1